1.
{"formula": "C4HNO2", "method": "ωB97M-V with the def2-TZVPD basis set", "lumo_ha": [-0.033, -0.033], "symbols": ["C", "C", "C", "C", "N", "O", "O", "H"], "positions_angstrom": [[-0.5596, -0.1698, 0.3099], [1.2938, -1.3603, 0.9978], [2.6169, -0.1282, -0.5922], [3.0922, 0.2692, -1.6551], [-0.2290, 0.7196, -0.3835], [1.9271, -0.7279, 0.2473], [3.5539, 0.5906, -2.6647], [-1.0922, -1.0670, 0.7189]], "forces_ev_per_angstrom": [[-1.4, 1.0, -1.8], [0.7, 0.1, 0.1], [0.8, 1.2, 0.7], [-0.4, -0.6, -0.6], [-0.9, -1.9, 1.9], [-0.5, -2.3, 1.6], [0.9, 0.8, -1.4], [0.8, 1.6, -0.4]], "mulliken_charge": [0.15, 0.00, -0.26, 0.80, -0.42, -0.09, -0.46, 0.28]}

=====

2.
{"formula": "C4HNO3", "method": "ωB97M-V with the def2-TZVPD basis set", "smiles": "N#CC(=O)C(=O)C=O", "lumo_ha": -0.096, "symbols": ["N", "C", "C", "O", "C", "O", "C", "O", "H"], "positions_angstrom": [[2.3544, -1.0906, -0.6185], [1.4103, -0.5063, -0.1093], [0.5472, 0.4127, 0.3916], [0.9155, 1.5400, 0.7205], [-0.7255, 0.4967, -0.1666], [-1.1861, 1.4691, -0.6412], [-1.5332, -0.8207, -0.1625], [-1.2505, -1.6667, 0.6188], [-2.5052, -0.5993, -0.9746]], "forces_ev_per_angstrom": [[-5.8, 3.2, 2.9], [9.0, -6.4, -3.5], [1.5, 6.1, 1.0], [1.3, -1.2, 1.5], [-4.7, -3.4, -1.0], [-0.7, 1.6, -0.7], [-2.2, 2.3, -2.1], [-0.4, -0.7, -0.2], [2.1, -1.5, 2.1]], "mulliken_charge": [-0.36, 0.17, 0.56, -0.40, 0.49, -0.41, 0.12, -0.40, 0.23]}